A molecular structure, C17H18BrMnN6O4 in a non-equilibrium geometry. Source: OMol25; level of theory: ωB97M-V/def2-TZVPD.

Structure (ORCA input):
```
! wB97M-V def2-TZVPD RIJCOSX def2/J DEFGRID3
* xyz 3 2
Mn 0.26 1.22 -0.75
O 0.19 5.45 -1.12
C -0.01 4.21 -0.92
O 0.82 3.29 -1.09
C -1.37 3.79 -0.49
C -2.50 4.56 -0.27
C -3.70 3.90 -0.01
C -3.76 2.51 -0.04
C -2.58 1.83 -0.29
N -1.43 2.46 -0.44
C -2.36 0.35 -0.55
O -3.08 -0.54 -0.30
O -1.13 0.24 -1.12
H 1.08 5.70 -1.44
H -2.44 5.64 -0.34
H -4.60 4.48 0.19
H -4.68 1.97 0.09
Br 5.39 0.70 -2.86
C 4.37 1.15 -1.34
C 4.97 1.51 -0.14
C 4.17 1.80 0.96
C 2.79 1.73 0.84
N 2.24 1.38 -0.32
C 2.99 1.09 -1.40
H 6.05 1.58 -0.07
H 4.61 2.08 1.91
H 2.13 1.96 1.67
H 2.48 0.78 -2.31
C -2.19 -4.06 1.24
C -0.92 -4.65 0.65
C -0.94 -4.75 -0.87
C 0.35 -3.99 1.20
N 0.45 -2.57 0.86
C 0.08 -1.49 1.57
N 0.39 -0.43 0.86
N 0.93 -0.90 -0.28
N 0.96 -2.17 -0.30
H -3.03 -4.73 1.06
H -2.46 -3.11 0.77
H -2.12 -3.92 2.32
H -0.85 -5.68 1.03
H -0.61 -3.82 -1.35
H -1.94 -4.98 -1.23
H -0.26 -5.52 -1.23
H 1.24 -4.48 0.80
H 0.37 -4.06 2.29
H -0.37 -1.50 2.55
*
```

Its strongest force on any atom is 1.8 eV Å⁻¹. As for the energy relative to the best compared isomer or geometry (same formula, charge and spin): 13.30 kcal/mol. The value obtained for the LUMO energy (spin up / spin down) is -0.5345 / -0.4696 Ha. The value obtained for the HOMO energy (spin up / spin down) is -18.1 / -18.2 eV. The expectation value of S² is 0.984. The electronic energy is -136381.9328 eV. Its HOMO-LUMO gap (spin up / spin down) is 3.60 / 5.38 eV.

These are the Mulliken partial charges, in e, on atoms 1 to 6:
1 Mn 0.99
2 O -0.34
3 C 0.52
4 O -0.48
5 C 0.40
6 C -0.47

***

A molecular structure, C19H48HgO21S6 in a non-equilibrium geometry. Source: OMol25; level of theory: ωB97M-V/def2-TZVPD.

Structure (ORCA input):
```
! wB97M-V def2-TZVPD RIJCOSX def2/J DEFGRID3
* xyz 0 1
Hg -0.06 0.69 1.01
C 0.79 1.26 3.58
O -0.30 0.60 3.28
O 1.35 1.25 4.70
O 1.46 1.66 2.49
O -1.87 4.48 0.16
S -0.45 4.34 0.23
O 0.14 3.06 0.32
O 0.15 5.08 -1.04
C -0.41 6.34 -1.45
C 0.74 7.33 -1.74
C 0.18 5.35 1.56
H -0.98 6.76 -0.62
H -1.01 6.21 -2.34
H 1.73 6.89 -1.75
H 0.77 8.11 -0.97
H 0.45 7.91 -2.62
H 0.87 4.75 2.16
H -0.67 5.65 2.17
H 0.71 6.20 1.16
O -4.46 0.35 1.12
S -3.74 1.58 1.04
O -2.32 1.58 0.99
O -4.25 2.39 -0.22
C -5.62 2.16 -0.68
C -5.97 3.21 -1.69
C -4.18 2.75 2.31
H -6.32 2.14 0.17
H -5.57 1.14 -1.06
H -6.77 2.86 -2.32
H -5.08 3.34 -2.32
H -6.19 4.19 -1.28
H -3.56 3.59 2.01
H -3.89 2.34 3.27
H -5.23 3.00 2.20
O 2.06 0.92 -0.32
S 3.47 1.16 -0.28
O 4.09 1.61 0.90
O 4.15 -0.21 -0.76
C 5.50 -0.43 -0.38
C 6.43 -0.91 -1.48
C 3.92 2.24 -1.60
H 5.50 -1.13 0.47
H 5.97 0.47 0.01
H 6.46 -0.15 -2.27
H 6.08 -1.79 -2.03
H 7.39 -1.16 -1.03
H 5.00 2.26 -1.73
H 3.66 3.23 -1.20
H 3.27 2.10 -2.46
O 3.35 -0.68 2.43
S 2.38 -1.67 2.15
O 1.11 -1.47 1.49
O 3.19 -2.69 1.18
C 2.56 -3.94 0.89
C 3.06 -4.40 -0.46
C 2.10 -2.67 3.59
H 1.48 -4.00 1.01
H 3.00 -4.61 1.64
H 2.79 -5.43 -0.70
H 4.14 -4.29 -0.49
H 2.69 -3.88 -1.35
H 1.90 -2.00 4.43
H 3.02 -3.24 3.68
H 1.23 -3.30 3.42
O -1.36 -2.86 3.18
S -2.20 -2.34 2.15
O -1.89 -1.12 1.50
O -2.32 -3.44 0.99
C -2.45 -4.81 1.38
C -1.66 -5.64 0.39
C -3.86 -2.31 2.76
H -3.50 -5.11 1.33
H -2.13 -5.00 2.40
H -2.15 -5.76 -0.58
H -1.49 -6.64 0.79
H -0.70 -5.15 0.21
H -4.05 -1.47 3.43
H -3.96 -3.19 3.39
H -4.52 -2.31 1.90
O -0.41 0.06 -3.62
S -0.06 -0.70 -2.47
O -0.23 -0.20 -1.15
O -0.87 -2.07 -2.50
C -1.13 -2.61 -3.81
C -1.38 -4.11 -3.66
C 1.60 -1.28 -2.67
H -0.34 -2.45 -4.54
H -2.02 -2.11 -4.18
H -0.99 -4.51 -2.73
H -0.70 -4.65 -4.34
H -2.37 -4.38 -4.01
H 1.59 -2.25 -3.16
H 2.03 -1.44 -1.68
H 2.19 -0.61 -3.29
*
```

Its strongest force on any atom is 3.0 eV Å⁻¹. As for the energy relative to the best compared isomer or geometry (same formula, charge and spin): 64.27 kcal/mol. The value obtained for the LUMO energy is 0.0077 Ha. The value obtained for the HOMO energy is -5.5 eV. The electronic energy is -132659.2283 eV. Its HOMO-LUMO gap is 5.67 eV.

These are the Mulliken partial charges, in e, on atoms 1 to 6:
1 Hg 4.60
2 C 0.34
3 O -0.73
4 O -0.80
5 O -0.71
6 O -0.76

***

A gas-phase ion, C7H9N2O (charge +1) in a non-equilibrium geometry. Source: OMol25; level of theory: ωB97M-V/def2-TZVPD.

Structure (ORCA input):
```
! wB97M-V def2-TZVPD RIJCOSX def2/J DEFGRID3
* xyz 1 1
C -0.95 -1.91 -1.85
C -0.45 -1.37 -0.63
C -1.55 -0.88 -2.55
C -0.82 -0.08 -0.69
C -0.80 2.10 0.55
C -0.44 0.80 0.33
C 0.97 0.23 1.26
N 2.03 -0.09 0.57
N 1.06 0.61 2.52
O -1.45 0.23 -1.80
H -0.82 -2.96 -2.12
H 0.12 -1.83 0.15
H -1.99 -0.85 -3.58
H -0.58 2.85 1.27
H -1.62 2.44 -0.07
H 2.19 -0.09 -0.45
H 2.87 -0.58 0.97
H 0.29 0.77 3.09
H 1.94 0.60 3.03
*
```

Its strongest force on any atom is 5.3 eV Å⁻¹. As for the energy relative to the best compared isomer or geometry (same formula, charge and spin): 54.76 kcal/mol. The value obtained for the LUMO energy is -0.1429 Ha. The value obtained for the HOMO energy is -12.0 eV. The electronic energy is -12423.8337 eV. Its HOMO-LUMO gap is 8.06 eV.

These are the Mulliken partial charges, in e, on atoms 1 to 6:
1 C -0.54
2 C -0.26
3 C -0.42
4 C 0.53
5 C -1.11
6 C 0.35

***

A molecular structure, C17H23F6N3O6S2 in a non-equilibrium geometry. Source: OMol25; level of theory: ωB97M-V/def2-TZVPD.

Structure (ORCA input):
```
! wB97M-V def2-TZVPD RIJCOSX def2/J DEFGRID3
* xyz 0 1
C 4.15 1.20 2.83
C 2.76 1.32 2.25
C 2.40 2.66 1.66
N 1.94 0.30 2.31
N 1.75 -0.38 1.05
C 0.26 -0.65 0.85
C -0.33 0.38 -0.13
C -1.74 0.82 0.31
C -2.20 2.00 -0.51
O -2.16 3.14 -0.11
O -2.70 1.75 -1.78
C 2.59 -1.60 0.96
C 3.32 -1.72 -0.38
C 4.14 -0.48 -0.71
C 3.55 0.54 -1.44
C 4.21 1.71 -1.75
C 5.51 1.88 -1.31
C 6.09 0.86 -0.60
C 5.44 -0.31 -0.27
H 4.78 1.96 2.37
H 4.52 0.19 2.67
H 4.09 1.36 3.92
H 3.29 3.29 1.62
H 1.64 3.18 2.25
H 2.04 2.59 0.62
H 2.00 0.30 0.32
H -0.21 -0.53 1.83
H 0.10 -1.64 0.42
H -0.34 -0.04 -1.14
H 0.28 1.30 -0.19
H -2.39 -0.05 0.22
H -1.69 1.14 1.36
H -1.97 1.95 -2.38
H 1.98 -2.49 1.12
H 3.32 -1.61 1.77
H 2.67 -2.01 -1.21
H 4.04 -2.54 -0.27
H 2.53 0.40 -1.79
H 3.67 2.47 -2.31
H 6.01 2.81 -1.54
H 7.12 0.97 -0.28
H 5.94 -1.08 0.30
C -5.68 -0.08 -2.84
F -4.76 0.50 -3.62
F -6.40 0.89 -2.27
F -6.51 -0.76 -3.64
S -4.90 -1.17 -1.59
O -4.08 -0.29 -0.80
O -4.19 -2.15 -2.36
N -6.23 -1.67 -0.89
S -6.02 -2.69 0.31
O -5.42 -2.14 1.50
O -5.58 -4.00 -0.06
C -7.79 -2.90 0.74
F -8.50 -3.39 -0.29
F -8.36 -1.74 1.08
F -7.94 -3.74 1.77
*
```

Its strongest force on any atom is 2.7 eV Å⁻¹. The value obtained for the LUMO energy is -0.0974 Ha. The value obtained for the HOMO energy is -8.4 eV. The electronic energy is -72727.0143 eV. Its HOMO-LUMO gap is 5.70 eV.

These are the Mulliken partial charges, in e, on atoms 1 to 6:
1 C -1.17
2 C 0.95
3 C -0.95
4 N -1.03
5 N 1.10
6 C -0.67

***

A molecular structure, C29H25ClFePS in a non-equilibrium geometry. Source: OMol25; level of theory: ωB97M-V/def2-TZVPD.

Structure (ORCA input):
```
! wB97M-V def2-TZVPD RIJCOSX def2/J DEFGRID3
* xyz 0 6
C 1.10 2.41 2.09
C 1.00 2.42 0.66
C -0.38 2.60 0.31
H 1.83 2.40 -0.03
C -1.14 2.69 1.52
C -0.23 2.56 2.63
H -0.49 2.63 3.68
H 2.01 2.37 2.65
H -0.77 2.74 -0.69
H -2.20 2.88 1.59
Fe -0.14 0.82 1.51
Cl -2.11 -0.12 1.55
P -0.21 -0.35 -1.20
C -1.34 0.57 -2.28
C -0.98 0.88 -3.60
H 0.02 0.63 -3.97
C -1.91 1.49 -4.43
H -1.63 1.72 -5.46
C -3.19 1.79 -3.96
H -3.92 2.25 -4.63
C -3.54 1.51 -2.64
H -4.54 1.74 -2.26
C -2.61 0.91 -1.79
H -2.87 0.68 -0.75
C 1.44 -0.25 -1.92
C 1.98 1.01 -2.28
H 1.37 1.91 -2.19
C 3.28 1.09 -2.76
H 3.69 2.07 -3.02
C 4.05 -0.07 -2.92
H 5.06 0.00 -3.32
C 3.52 -1.31 -2.57
H 4.10 -2.22 -2.71
C 2.23 -1.41 -2.04
H 1.82 -2.37 -1.74
C -0.74 -2.07 -1.26
C -1.30 -2.56 -2.45
H -1.47 -1.87 -3.29
C -1.61 -3.91 -2.56
H -2.01 -4.29 -3.50
C -1.39 -4.77 -1.47
H -1.63 -5.83 -1.57
C -0.88 -4.27 -0.27
H -0.72 -4.94 0.58
C -0.56 -2.92 -0.15
H -0.19 -2.52 0.79
S 1.33 -0.63 2.28
C 0.97 -0.30 3.94
C -0.27 -0.65 4.52
C -0.58 -0.18 5.79
C 0.36 0.55 6.52
C 1.62 0.82 5.98
C 1.94 0.38 4.70
H -0.98 -1.21 3.91
H -1.57 -0.40 6.21
H 0.11 0.92 7.51
H 2.36 1.38 6.55
H 2.91 0.58 4.24
*
```

Its strongest force on any atom is 4.7 eV Å⁻¹. The value obtained for the LUMO energy (spin up / spin down) is 0.0236 / -0.0316 Ha. The value obtained for the HOMO energy (spin up / spin down) is -7.1 / -7.9 eV. The expectation value of S² is 8.774. The electronic energy is -97512.2238 eV. Its HOMO-LUMO gap (spin up / spin down) is 7.74 / 7.05 eV.

These are the Mulliken partial charges, in e, on atoms 1 to 6:
1 C -0.82
2 C 0.11
3 C -0.40
4 H 0.52
5 C -0.97
6 C -0.54

***

A molecular structure, C5H20FO5V in a non-equilibrium geometry. Source: OMol25; level of theory: ωB97M-V/def2-TZVPD.

Structure (ORCA input):
```
! wB97M-V def2-TZVPD RIJCOSX def2/J DEFGRID3
* xyz 2 5
V -0.18 -1.33 -0.89
F -0.08 0.34 0.22
C -1.13 1.19 -2.73
O -0.91 -0.21 -2.70
H -1.77 1.42 -1.87
H -0.20 1.75 -2.56
H -1.62 1.62 -3.60
H -0.85 -0.63 -3.56
C 2.24 -1.87 1.26
O 1.50 -2.31 0.11
H 3.34 -1.86 1.20
H 1.99 -0.85 1.55
H 2.14 -2.61 2.06
H 1.88 -3.17 -0.12
C 2.16 -0.65 -3.21
O 1.60 -0.56 -1.88
H 1.54 -0.13 -3.95
H 3.21 -0.39 -3.24
H 2.09 -1.70 -3.48
H 1.92 0.26 -1.49
C -1.64 -1.01 3.17
O -3.03 -1.22 2.89
H -1.14 -0.29 2.51
H -1.60 -0.75 4.23
H -1.13 -1.94 2.92
H -3.39 -0.38 2.58
C -1.38 3.05 1.97
O -0.18 2.90 1.33
H -1.37 3.89 2.67
H -2.20 3.27 1.25
H -1.70 2.16 2.52
H -0.11 2.01 0.87
*
```

Its strongest force on any atom is 2.2 eV Å⁻¹. As for the energy relative to the best compared isomer or geometry (same formula, charge and spin): 32.67 kcal/mol. The value obtained for the LUMO energy (spin up / spin down) is -0.2620 / -0.4479 Ha. The value obtained for the HOMO energy (spin up / spin down) is -15.8 / -15.8 eV. The expectation value of S² is 6.008. The electronic energy is -44131.9258 eV. Its HOMO-LUMO gap (spin up / spin down) is 8.68 / 3.62 eV.

These are the Mulliken partial charges, in e, on atoms 1 to 6:
1 V 1.04
2 F -0.53
3 C -0.57
4 O -0.33
5 H 0.18
6 H 0.23

***

A molecular structure, C6H13HgO5 in a non-equilibrium geometry. Source: OMol25; level of theory: ωB97M-V/def2-TZVPD.

Structure (ORCA input):
```
! wB97M-V def2-TZVPD RIJCOSX def2/J DEFGRID3
* xyz 0 2
O -1.08 -0.18 -1.97
C -0.33 0.69 -1.20
C -0.67 0.58 0.28
O -2.09 0.62 0.37
C -2.71 0.09 1.54
C -4.15 -0.25 1.15
O -4.20 -0.99 -0.03
Hg -2.78 -0.49 -1.19
H -0.48 1.75 -1.52
H -0.22 1.39 0.88
H -0.32 -0.39 0.68
H -2.67 0.83 2.36
H -2.17 -0.82 1.85
H -4.71 0.71 1.05
H -4.60 -0.79 2.00
H 0.79 0.52 -1.32
O 3.62 -1.06 -2.12
C 3.72 -0.37 0.62
O 3.91 0.54 -0.45
C 3.37 0.20 -1.66
H 4.10 0.11 1.52
H 2.65 -0.60 0.75
H 4.28 -1.31 0.45
H 3.59 0.96 -2.41
H 3.13 -1.73 -1.63
*
```

Its strongest force on any atom is 5.5 eV Å⁻¹. As for the energy relative to the best compared isomer or geometry (same formula, charge and spin): 0.00 kcal/mol. The value obtained for the LUMO energy (spin up / spin down) is 0.0205 / 0.0161 Ha. The value obtained for the HOMO energy (spin up / spin down) is -7.5 / -9.2 eV. The expectation value of S² is 0.752. The electronic energy is -20838.9343 eV. Its HOMO-LUMO gap (spin up / spin down) is 8.01 / 9.63 eV.

These are the Mulliken partial charges, in e, on atoms 1 to 6:
1 O -0.76
2 C 0.40
3 C -0.63
4 O -0.47
5 C -0.49
6 C -0.22

***

C5H9NO in the gas phase in a non-equilibrium geometry. Source: OMol25; level of theory: ωB97M-V/def2-TZVPD.

Structure (ORCA input):
```
! wB97M-V def2-TZVPD RIJCOSX def2/J DEFGRID3
* xyz 0 1
C -1.32 -0.16 1.22
C -1.24 0.11 -0.27
N -0.85 1.46 -0.68
C 0.02 0.35 -1.00
C 1.31 0.25 -0.31
C 1.76 -1.21 0.00
O 1.78 -2.42 0.12
H -0.63 0.48 1.78
H -2.33 0.06 1.58
H -1.10 -1.21 1.45
H -2.00 -0.39 -0.86
H -1.35 1.77 -1.51
H 0.11 -0.03 -2.01
H 1.27 0.87 0.64
H 2.18 0.68 -0.84
H 2.40 -0.61 0.71
*
```

Its strongest force on any atom is 5.7 eV Å⁻¹. As for the energy relative to the best compared isomer or geometry (same formula, charge and spin): 98.23 kcal/mol. The value obtained for the LUMO energy is 0.0295 Ha. The value obtained for the HOMO energy is -8.8 eV. The electronic energy is -8864.9531 eV. Its HOMO-LUMO gap is 9.62 eV.

These are the Mulliken partial charges, in e, on atoms 1 to 6:
1 C -1.31
2 C 0.05
3 N -0.67
4 C 0.13
5 C -0.90
6 C 0.14

***

> What is the electronic energy in the second record?

-132659.2283 eV